95
Properties=species:S:1:pos:R:3:forces:R:3:lowdin_charge:R:1 method="wB97M-V/def2-TZVPD" homo_lumo_gap_ev=8.33 spin_multiplicity=1 energy_ha=-3455.982459 smiles="CCOCCCCC[PH](CB(O)O)(CC(=O)I)C(=O)NC(=O)F.C[N+](=O)[O-].C[N+](=O)[O-].C[N+](=O)[O-].C[N+](=O)[O-].C[N+](=O)[O-].C[N+](=O)[O-].C[N+](=O)[O-]" homo_ev=-9.115
C -2.136 4.278 -0.772 -0.342 -0.816 -0.632 -0.1014
C -2.910 3.461 -2.001 0.246 1.237 0.731 -0.2382
O -2.101 2.295 -2.418 -2.707 -0.972 0.403 -0.2330
C -2.945 1.076 -2.498 -0.628 -1.332 -0.492 -0.2114
C -2.400 -0.023 -3.614 0.489 -0.161 0.375 -0.1673
C -0.748 -0.056 -3.735 0.088 -0.566 -0.479 -0.1917
C -0.038 -0.865 -2.499 0.100 0.250 0.411 -0.2146
C 0.375 -2.433 -2.894 -1.443 0.971 -0.975 -0.2750
P 1.041 -3.225 -1.290 -1.761 -1.165 -0.194 0.8242
C 1.720 -5.023 -1.289 0.667 -1.135 0.491 -0.1783
B 2.696 -5.370 -2.585 1.116 -0.669 -0.781 -0.4487
O 2.310 -5.086 -4.004 -0.271 -2.375 2.595 0.0148
O 4.001 -6.042 -2.249 -3.785 -0.373 -0.756 0.0136
C -0.764 -3.802 -0.885 -2.693 -0.627 1.478 -0.3322
C -0.947 -3.819 0.777 -2.411 7.442 0.315 -0.7368
O -1.272 -2.607 1.307 2.392 -8.160 -2.936 -0.1587
I -0.748 -5.598 2.038 0.038 1.069 -0.836 0.7657
C 2.808 -2.543 -1.514 4.119 3.543 -5.263 -0.3922
O 3.316 -1.958 -2.601 -2.870 -3.534 6.131 -0.0278
N 3.747 -2.633 -0.300 -0.195 3.401 0.041 0.0753
C 4.003 -1.186 0.165 5.958 3.008 -1.343 -0.1893
O 5.162 -0.548 -0.156 -8.667 -4.367 2.744 -0.0008
F 2.984 -0.508 1.023 3.061 -2.723 -3.044 -0.0103
H -2.159 5.424 -1.025 0.094 -2.458 0.830 0.0564
H -1.032 3.886 -0.744 -2.142 0.793 0.071 0.0794
H -2.705 4.008 0.236 1.449 0.843 -2.058 0.0871
H -3.989 3.160 -1.605 2.324 0.567 -1.129 0.1271
H -2.964 4.187 -2.919 -0.203 -1.450 1.681 0.1238
H -4.072 1.316 -2.806 2.465 -0.240 0.697 0.1294
H -3.001 0.484 -1.468 0.294 1.556 -1.839 0.1278
H -2.906 0.126 -4.678 1.224 -0.124 2.301 0.1203
H -2.728 -1.103 -3.224 0.581 2.297 -0.881 0.1156
H -0.265 1.026 -3.799 -1.304 -2.336 0.031 0.1223
H -0.499 -0.672 -4.725 -0.425 1.539 1.992 0.1043
H -0.788 -0.854 -1.572 1.645 -0.193 -1.890 0.1167
H 0.930 -0.296 -2.149 -1.848 -1.086 -0.717 0.1106
H -0.653 -2.938 -3.229 2.516 0.815 1.006 0.0846
H 1.080 -2.505 -3.824 -1.022 0.371 2.077 0.0922
H 1.020 -2.559 0.019 0.396 -0.158 -0.972 0.0754
H 2.346 -5.222 -0.293 -1.356 0.607 -2.087 0.1053
H 0.872 -5.853 -1.297 1.489 1.963 0.075 0.1059
H 1.792 -5.891 -4.357 1.267 1.859 0.757 0.1306
H 3.704 -6.938 -1.879 0.918 1.817 -0.363 0.1221
H -1.581 -3.015 -1.259 1.861 -1.583 1.129 0.1019
H -1.052 -4.819 -1.388 0.579 1.768 1.125 0.0905
H 4.670 -2.934 -0.703 -0.915 0.743 0.504 0.1375
C -4.774 7.898 0.387 0.082 0.078 -0.070 0.0339
N -4.818 6.703 -0.498 -0.131 -0.553 -0.584 -0.4030
O -3.937 6.604 -1.360 -1.479 -0.010 0.939 0.0181
O -5.737 5.899 -0.303 1.428 0.956 -0.475 0.0492
H -3.919 8.516 0.104 -0.187 -0.280 0.009 0.0986
H -5.708 8.446 0.249 0.074 -0.213 0.079 0.1069
H -4.669 7.543 1.415 -0.260 0.096 -0.598 0.0499
C 3.198 -4.672 3.289 0.037 0.162 -0.423 0.0158
N 3.055 -6.125 3.575 -0.086 -0.823 0.245 -0.4174
O 3.018 -6.891 2.606 -0.014 0.711 1.392 0.0186
O 2.983 -6.455 4.765 0.123 0.233 -1.826 0.0467
H 3.249 -4.528 2.208 -0.033 -0.190 0.213 0.0756
H 2.324 -4.166 3.705 0.280 -0.107 0.091 0.0848
H 4.118 -4.331 3.767 -0.352 -0.072 0.005 0.0893
C 3.243 -3.468 8.110 -0.102 -0.079 0.311 0.0419
N 2.828 -3.646 6.692 -0.611 -0.324 -0.903 -0.4046
O 1.710 -4.134 6.487 1.752 0.861 0.034 0.0627
O 3.636 -3.291 5.826 -1.183 -0.373 1.260 0.0326
H 2.439 -3.820 8.760 0.150 0.059 -0.290 0.0972
H 4.150 -4.056 8.264 -0.101 0.210 -0.101 0.1034
H 3.427 -2.403 8.268 0.093 -0.217 -0.107 0.1012
C -3.756 8.027 5.187 -0.299 0.041 0.060 0.0272
N -4.171 7.848 3.769 -0.300 -0.021 -0.461 -0.3937
O -5.288 7.360 3.563 1.609 0.680 -0.028 0.0631
O -3.363 8.203 2.903 -1.024 -0.480 1.193 0.0372
H -4.559 7.674 5.837 0.254 0.096 -0.474 0.0898
H -2.849 7.439 5.341 -0.266 0.237 -0.270 0.0721
H -3.571 9.091 5.345 0.068 -0.168 -0.124 0.1102
C 0.221 -3.566 -6.771 0.216 0.022 -0.266 0.0488
N -1.138 -3.095 -6.391 -1.030 0.452 -0.192 -0.4091
O -1.808 -2.534 -7.266 0.840 -0.818 1.577 0.0659
O -1.493 -3.301 -5.225 0.180 0.269 -1.663 0.0158
H 0.400 -3.320 -7.820 -0.155 0.002 0.293 0.1011
H 0.940 -3.055 -6.127 -0.114 -0.175 -0.028 0.0863
H 0.250 -4.647 -6.619 0.000 0.233 0.114 0.0986
C -1.584 5.929 8.717 0.041 0.089 0.351 0.0477
N -2.381 6.210 7.492 -0.463 0.086 -0.624 -0.3996
O -3.335 6.989 7.604 1.356 -1.259 0.095 0.0348
O -2.027 5.641 6.453 -0.670 0.907 1.411 0.0621
H -2.007 6.494 9.550 0.017 -0.106 -0.315 0.0983
H -1.643 4.856 8.909 0.106 0.182 -0.155 0.1051
H -0.557 6.242 8.520 -0.172 -0.188 -0.047 0.1049
C 4.571 0.090 -4.892 -0.205 -0.028 0.362 0.0383
N 4.156 -0.088 -6.310 -0.207 -0.080 -0.960 -0.4234
O 3.038 -0.576 -6.516 1.496 0.624 -0.015 0.0379
O 4.964 0.267 -7.176 -1.341 -0.597 1.105 0.0487
H 3.767 -0.263 -4.242 0.206 0.027 -0.268 0.0677
H 5.478 -0.498 -4.738 -0.120 0.205 -0.076 0.1060
H 4.755 1.154 -4.734 0.109 -0.211 -0.121 0.1038